1.
Here is a 8-piece molecular cluster, C36H99N18O5P5 overall in a non-equilibrium geometry from the OMol25 dataset. Energies are from the ωB97M-V functional and the def2-TZVPD basis.

Each atom is followed by the atoms it is bonded to, with distances in Å.
Cartesian coordinates (Å):
1 P -1.3243 5.8616 0.2477  O10 1.484, N11 1.744, N12 1.693, N20 1.721
2 P 2.3681 -1.4656 -7.2452  O8 1.530, N14 1.694, N24 1.729, N27 1.713
3 P 0.7472 -0.7951 6.1725  O9 1.473, N17 1.750, N18 1.738, N23 1.718
4 P -5.9117 1.9537 2.6087  O7 1.483, N13 1.729, N22 1.692, N25 1.721
5 P 2.9956 -5.0604 -1.1985  O6 1.501, N15 1.745, N16 1.696, N19 1.725
6 O 3.5256 -4.0360 -2.1597  P5 1.501
7 O -6.6688 0.7060 2.8741  P4 1.483
8 O 1.0840 -0.6462 -7.3848  P2 1.530
9 O 1.9192 0.0906 6.0702  P3 1.473
10 O -2.1196 5.7849 1.4987  P1 1.484
11 N 0.1174 6.8171 0.4692  P1 1.744, C32 1.501, C36 1.476
12 N -0.7629 4.4357 -0.4707  P1 1.693, C37 1.443, C51 1.437
13 N -4.5543 1.6338 1.5865  P4 1.729, C33 1.503, C64 1.503
14 N 2.4102 -2.9169 -8.1177  P2 1.694, C42 1.485, C62 1.538
15 N 4.1809 -6.1690 -0.5588  P5 1.745, C45 1.481, C59 1.495
16 N 1.8232 -6.0778 -1.8814  P5 1.696, C30 1.433, C38 1.441
17 N 0.4208 -1.7977 4.7764  P3 1.750, C43 1.504, C60 1.479
18 N -0.7745 0.0047 6.4308  P3 1.738, C34 1.512, C55 1.516
19 N 2.2712 -4.3521 0.1972  P5 1.725, C47 1.472, C56 1.428
20 N -2.1226 6.6986 -1.0265  P1 1.721, C41 1.466, C48 1.444
21 N -1.4787 -0.9038 -3.2797  C54 1.132
22 N -6.7345 3.1549 1.7467  P4 1.692, C39 1.528, C61 1.480
23 N 0.8713 -1.8805 7.4990  P3 1.718, C44 1.491, C57 1.460
24 N 3.8446 -0.7071 -7.7297  P2 1.729, C50 1.435, C58 1.470
25 N -5.2617 2.6071 4.0620  P4 1.721, C29 1.468, C40 1.518
26 N 1.8371 0.8241 1.5130  C31 1.207
27 N 2.5070 -1.8166 -5.5746  P2 1.713, C52 1.463, C53 1.465
28 N -1.7397 -1.1547 0.8073  C63 1.156
29 C -4.3441 1.8737 4.9432  N25 1.468, H68 1.090, H126 1.090, H153 1.090
30 C 0.5003 -5.5580 -2.0622  N16 1.433, H105 1.090, H134 1.090, H139 1.090
31 C 2.6237 0.7040 2.4207  N26 1.207, C35 1.491
32 C 1.3002 6.8526 -0.4541  N11 1.501, H99 1.090, H103 1.090, H121 1.090
33 C -4.5510 0.5938 0.5014  N13 1.503, H110 1.090, H123 1.090, H162 1.090
34 C -1.9817 -0.6445 7.0698  N18 1.512, H95 1.090, H130 1.090, H137 1.090
35 C 3.6024 0.5459 3.5350  C31 1.491, H111 1.090, H160 1.090, H163 1.090
36 C 0.1261 7.7172 1.6393  N11 1.476, H94 1.090, H112 1.090, H140 1.090
37 C -1.3751 3.7081 -1.5556  N12 1.443, H93 1.090, H155 1.090, H158 1.090
38 C 2.1154 -6.7194 -3.1378  N16 1.441, H109 1.090, H113 1.090, H141 1.090
39 C -8.2557 3.1715 1.5991  N22 1.528, H74 1.090, H117 1.090, H150 1.090
40 C -6.1803 3.5586 4.8071  N25 1.518, H108 1.090, H143 1.090, H144 1.090
41 C -3.5588 6.9896 -0.9911  N20 1.466, H96 1.090, H136 1.090, H147 1.090
42 C 3.3464 -4.0091 -7.7510  N14 1.485, H82 1.090, H97 1.090, H152 1.090
43 C -0.4441 -1.2596 3.6697  N17 1.504, H81 1.090, H107 1.090, H142 1.090
44 C 0.0280 -3.1028 7.6354  N23 1.491, H67 1.090, H78 1.090, H151 1.090
45 C 5.4953 -6.5065 -1.1520  N15 1.481, H87 1.090, H157 1.090, H161 1.090
46 C -0.5016 1.1345 -4.5490  C54 1.462, H86 1.090, H118 1.090, H132 1.090
47 C 1.3819 -5.1494 1.0570  N19 1.472, H70 1.090, H104 1.090, H116 1.090
48 C -1.3840 7.0240 -2.2235  N20 1.444, H84 1.090, H85 1.090, H133 1.090
49 C 0.4574 -0.6472 -0.5882  C63 1.498, H77 1.090, H91 1.090, H101 1.090
50 C 3.9001 0.3885 -8.6554  N24 1.435, H100 1.090, H127 1.090, H159 1.090
51 C 0.0655 3.5795 0.3321  N12 1.437, H114 1.090, H119 1.090, H148 1.090
52 C 3.4109 -1.0775 -4.6931  N27 1.463, H71 1.090, H120 1.090, H138 1.090
53 C 1.6751 -2.8314 -4.9233  N27 1.465, H88 1.090, H125 1.090, H156 1.090
54 C -1.0626 -0.0279 -3.8631  N21 1.132, C46 1.462
55 C -0.9425 1.4159 5.9039  N18 1.516, H106 1.090, H115 1.090, H146 1.090
56 C 2.7630 -3.1432 0.7761  N19 1.428, H66 1.090, H124 1.090, H128 1.090
57 C 1.3962 -1.2328 8.6977  N23 1.460, H72 1.090, H131 1.090, H135 1.090
58 C 5.1682 -1.2716 -7.4272  N24 1.470, H65 1.090, H76 1.090, H154 1.090
59 C 3.8538 -7.1270 0.5408  N15 1.495, H89 1.090, H92 1.090, H102 1.090
60 C 1.4826 -2.6159 4.1524  N17 1.479, H69 1.090, H79 1.090, H90 1.090
61 C -6.0848 4.4584 1.4861  N22 1.480, H73 1.090, H122 1.090, H145 1.090
62 C 1.9499 -3.0084 -9.5819  N14 1.538, H75 1.090, H80 1.090, H149 1.090
63 C -0.7550 -0.9618 0.2336  N28 1.156, C49 1.498
64 C -3.4452 2.6396 1.4499  N13 1.503, H83 1.090, H98 1.090, H129 1.090
65 H 5.1078 -2.0802 -6.6988  C58 1.090
66 H 3.4371 -3.5302 1.5402  C56 1.090
67 H 0.5009 -3.8269 8.2989  C44 1.090
68 H -4.2078 2.3472 5.9155  C29 1.090
69 H 2.0408 -2.0041 3.4438  C60 1.090
70 H 1.0038 -5.9686 0.4454  C47 1.090
71 H 3.5729 -1.6417 -3.7747  C52 1.090
72 H 2.2776 -0.6053 8.5655  C57 1.090
73 H -5.5018 4.8520 2.3187  C61 1.090
74 H -8.5519 2.1547 1.3413  C39 1.090
75 H 0.9382 -2.6027 -9.5760  C62 1.090
76 H 5.8808 -0.5800 -6.9778  C58 1.090
77 H 0.5420 0.3802 -0.9422  C49 1.090
78 H -0.9104 -2.8207 8.1128  C44 1.090
79 H 1.0313 -3.4911 3.6849  C60 1.090
80 H 2.5734 -2.3423 -10.1782  C62 1.090
81 H -1.3818 -0.8920 4.0864  C43 1.090
82 H 4.3459 -3.7739 -8.1167  C42 1.090
83 H -3.5511 3.4015 2.2221  C64 1.090
84 H -0.9678 6.1722 -2.7613  C48 1.090
85 H -2.0029 7.6114 -2.9018  C48 1.090
86 H -0.3694 0.8346 -5.5886  C46 1.090
87 H 6.1878 -6.6304 -0.3195  C45 1.090
88 H 1.2627 -2.5957 -3.9422  C53 1.090
89 H 2.7948 -7.2982 0.7341  C59 1.090
90 H 2.1583 -2.9606 4.9352  C60 1.090
91 H 0.5302 -1.3094 -1.4509  C49 1.090
92 H 4.2150 -8.1194 0.2709  C59 1.090
93 H -1.9573 2.8679 -1.1771  C37 1.090
94 H 0.6644 8.6203 1.3517  C36 1.090
95 H -1.8823 -0.8027 8.1436  C34 1.090
96 H -4.0950 6.9400 -1.9388  C41 1.090
97 H 3.0346 -4.9711 -8.1577  C42 1.090
98 H -2.5239 2.0572 1.4435  C64 1.090
99 H 2.2835 6.7466 0.0042  C32 1.090
100 H 4.5629 0.1593 -9.4898  C50 1.090
101 H 1.3324 -0.9487 -0.0124  C49 1.090
102 H 4.3770 -6.8298 1.4497  C59 1.090
103 H 1.3325 7.7975 -0.9966  C32 1.090
104 H 0.5995 -4.5908 1.5707  C47 1.090
105 H 0.4940 -4.6365 -2.6444  C30 1.090
106 H -0.0016 1.9161 5.6744  C55 1.090
107 H -0.7202 -2.0388 2.9594  C43 1.090
108 H -6.9777 3.0391 5.3386  C40 1.090
109 H 2.1251 -6.0246 -3.9777  C38 1.090
110 H -5.2539 0.8871 -0.2784  C33 1.090
111 H 3.5365 1.5118 4.0358  C35 1.090
112 H 0.5300 7.3001 2.5619  C36 1.090
113 H 3.0087 -7.3276 -2.9959  C38 1.090
114 H 0.2360 2.6923 -0.2776  C51 1.090
115 H -1.3338 1.3922 4.8868  C55 1.090
116 H 1.9781 -5.6147 1.8420  C47 1.090
117 H -8.7787 3.2642 2.5509  C39 1.090
118 H -1.2237 1.9484 -4.4843  C46 1.090
119 H -0.4663 3.3287 1.2499  C51 1.090
120 H 4.3555 -0.7151 -5.0988  C52 1.090
121 H 1.1807 5.9374 -1.0339  C32 1.090
122 H -6.8688 5.1845 1.2711  C61 1.090
123 H -4.7932 -0.3711 0.9469  C33 1.090
124 H 1.9903 -2.5806 1.3001  C56 1.090
125 H 2.0245 -3.8586 -4.8190  C53 1.090
126 H -4.8374 0.9160 5.1089  C29 1.090
127 H 4.3719 1.2552 -8.1923  C50 1.090
128 H 3.3747 -2.5421 0.1034  C56 1.090
129 H -3.5076 3.1792 0.5049  C64 1.090
130 H -2.9186 -0.1288 6.8588  C34 1.090
131 H 0.6500 -0.5971 9.1744  C57 1.090
132 H 0.4565 1.3879 -4.0953  C46 1.090
133 H -0.5370 7.6730 -2.0011  C48 1.090
134 H -0.1377 -6.2954 -2.5492  C30 1.090
135 H 1.5052 -2.0115 9.4526  C57 1.090
136 H -4.0138 6.2051 -0.3864  C41 1.090
137 H -2.2154 -1.6330 6.6746  C34 1.090
138 H 2.8196 -0.1884 -4.4740  C52 1.090
139 H -0.0189 -5.2565 -1.1524  C30 1.090
140 H -0.9048 8.0629 1.7150  C36 1.090
141 H 1.3377 -7.4467 -3.3708  C38 1.090
142 H 0.1467 -0.4526 3.2361  C43 1.090
143 H -6.6666 4.3246 4.2033  C40 1.090
144 H -5.5469 4.0979 5.5115  C40 1.090
145 H -5.4742 4.4435 0.5834  C61 1.090
146 H -1.5216 2.0305 6.5932  C55 1.090
147 H -3.7692 7.9259 -0.4743  C41 1.090
148 H 0.9465 4.1702 0.5836  C51 1.090
149 H 1.9708 -4.0096 -10.0124  C62 1.090
150 H -8.6019 3.8832 0.8496  C39 1.090
151 H -0.1336 -3.4929 6.6305  C44 1.090
152 H 3.3294 -4.2068 -6.6792  C42 1.090
153 H -3.4291 1.7889 4.3570  C29 1.090
154 H 5.5109 -1.6392 -8.3945  C58 1.090
155 H -0.5755 3.4478 -2.2491  C37 1.090
156 H 0.7199 -2.8751 -5.4466  C53 1.090
157 H 5.5595 -7.3957 -1.7792  C45 1.090
158 H -2.0811 4.3812 -2.0420  C37 1.090
159 H 2.8745 0.5511 -8.9867  C50 1.090
160 H 3.4551 -0.3813 4.0887  C35 1.090
161 H 5.8767 -5.6457 -1.7013  C45 1.090
162 H -3.5837 0.6360 0.0007  C33 1.090
163 H 4.5970 0.6238 3.0959  C35 1.090

## Properties
Highest occupied orbital energy (alpha / beta)   -8.9 / -8.9 eV
Net charge   +1
Multiplicity   2
⟨S²⟩   0.76
Gap between HOMO and LUMO (alpha / beta)   6.4 / 1.5 eV

2.
Here is a 2-piece molecular cluster, CH5O3 overall in a non-equilibrium geometry from the OMol25 dataset. Energies are from the ωB97M-V functional and the def2-TZVPD basis.

Each atom is followed by the atoms it is bonded to, with distances in Å.
Cartesian coordinates (Å):
1 O -1.7458 0.3765 -0.2456  H5 0.990, H6 1.050, H8 0.967
2 O 1.2107 -1.2231 0.0723  C4 1.328, H7 0.942
3 O 0.4453 0.9522 0.2886  C4 1.305
4 C 1.3582 0.0894 -0.0635  O2 1.328, O3 1.305, H9 1.081
5 H -2.1400 0.4587 -1.1503  O1 0.990
6 H -0.8277 0.5327 0.2390  O1 1.050
7 H 1.6830 -1.4142 0.8645  O2 0.942
8 H -2.3577 -0.1674 0.2687  O1 0.967
9 H 2.3739 0.3952 -0.2737  C4 1.081

## Properties
Highest occupied orbital energy   -17.3 eV
Net charge   +1
Energy above the lowest of the compared OMol25 structures with the same formula, charge and spin   32.7 kcal per mole
Gap between HOMO and LUMO   12.5 eV

3.
Here is a 2-piece molecular cluster, C40H25BF15N3O3 overall in a non-equilibrium geometry from the OMol25 dataset. Energies are from the ωB97M-V functional and the def2-TZVPD basis.

Each atom is followed by the atoms it is bonded to, with distances in Å.
Cartesian coordinates (Å):
1 F -3.5708 0.7809 -5.1432  C53 1.346
2 F 3.3701 -0.0235 -2.2518  C32 1.363
3 F -1.2522 0.8302 -3.7185  C23 1.358
4 F 0.6258 8.2849 -0.3156  C42 1.345
5 F 1.7781 6.2129 1.0374  C41 1.349
6 F 2.5716 3.5548 -5.3551  C56 1.347
7 F 4.1300 1.4446 -4.4514  C51 1.351
8 F -5.6565 3.5366 -1.8386  C40 1.351
9 F 0.2744 4.1340 -4.0728  C35 1.366
10 F -1.3378 7.8282 -2.1939  C36 1.342
11 F -5.7827 2.0984 -4.1830  C39 1.340
12 F 1.0367 3.6187 0.4903  C44 1.365
13 F 0.9549 0.5353 -1.0265  C54 1.363
14 F -3.2835 3.9688 -0.6895  C33 1.368
15 F -2.0541 5.3099 -2.7562  C37 1.360
16 O -6.1873 1.7282 4.8832  N21 1.261
17 O -6.2951 3.5006 3.5569  N21 1.251
18 O 3.4611 -5.2057 1.5277  C49 1.254
19 N 1.2026 -2.5199 1.6359  C25 1.338, C45 1.463, C47 1.475
20 N 1.7214 -4.3582 2.8047  C47 1.448, C48 1.434, C49 1.358
21 N -5.7534 2.4378 3.9351  O16 1.261, O17 1.251, C38 1.418
22 C -0.6669 -3.9658 2.4484  C47 1.536, H71 1.101, H79 1.098, H82 1.091
23 C -2.3052 1.5814 -3.3055  F3 1.358, C34 1.415, C53 1.391
24 C 3.0075 -5.3490 -1.8461  C26 1.394, C29 1.394, H80 1.097
25 C 0.7059 -1.3351 1.2636  N19 1.338, C43 1.413, H72 1.100
26 C 4.1272 -5.9252 -2.4448  C24 1.394, C50 1.405, H68 1.090
27 C -2.1604 0.9851 2.2028  C30 1.468, C31 1.401, C46 1.445
28 C 0.6474 -2.5747 4.0946  C47 1.539, H63 1.098, H73 1.091, H78 1.099
29 C 3.0867 -4.0678 -1.3021  C24 1.394, C55 1.512, C60 1.401
30 C -0.9523 0.4275 1.5828  C27 1.468, C43 1.434, H66 1.137, H70 1.126
31 C -2.8659 0.2800 3.1869  C27 1.401, C59 1.394, H81 1.092
32 C 2.5948 1.0153 -2.6734  F2 1.363, C51 1.399, C54 1.398
33 C -3.3223 3.0918 -1.7382  F14 1.368, C34 1.414, C40 1.389
34 C -2.1382 2.5844 -2.3213  C23 1.415, C33 1.414, B62 1.558
35 C 1.0603 3.1198 -3.6029  F9 1.366, C56 1.378, C58 1.391
36 C -0.7966 6.8238 -1.4867  F10 1.342, C37 1.377, C42 1.399
37 C -1.1396 5.5215 -1.7717  F15 1.360, C36 1.377, C61 1.397
38 C -4.5790 1.9645 3.2970  N21 1.418, C57 1.418, C59 1.423
39 C -4.6196 2.1825 -3.5220  F11 1.340, C40 1.400, C53 1.401
40 C -4.5687 2.8954 -2.3186  F8 1.351, C33 1.389, C39 1.400
41 C 0.8078 5.9540 0.1374  F5 1.349, C42 1.401, C44 1.392
42 C 0.2471 7.0212 -0.5765  F4 1.345, C36 1.399, C41 1.401
43 C -0.5206 -0.9181 1.8272  C25 1.413, C30 1.434, H75 1.089
44 C 0.4453 4.6492 -0.1826  F12 1.365, C41 1.392, C61 1.412
45 C 2.2932 -3.1399 0.8836  N19 1.463, C49 1.511, C55 1.520, H64 1.108
46 C -2.7822 2.2048 1.7418  C27 1.445, C57 1.397, H87 1.080
47 C 0.6991 -3.3342 2.7573  N19 1.475, N20 1.448, C22 1.536, C28 1.539
48 C 1.7064 -5.4421 3.7427  N20 1.434, H67 1.098, H77 1.104, H86 1.093
49 C 2.5717 -4.3492 1.7456  O18 1.254, N20 1.358, C45 1.511
50 C 5.3241 -5.1944 -2.5367  C26 1.405, C52 1.398, H74 1.088
51 C 2.9909 1.7539 -3.7938  F7 1.351, C32 1.399, C56 1.403
52 C 5.3824 -3.8885 -2.0423  C50 1.398, C60 1.396, H85 1.095
53 C -3.5163 1.4484 -3.9757  F1 1.346, C23 1.391, C39 1.401
54 C 1.3872 1.3325 -2.0437  F13 1.363, C32 1.398, C58 1.407
55 C 1.9184 -3.4700 -0.5521  C29 1.512, C45 1.520, H69 1.101, H83 1.102
56 C 2.2299 2.8308 -4.2722  F6 1.347, C35 1.378, C51 1.403
57 C -3.9778 2.7137 2.2538  C38 1.418, C46 1.397, H65 1.112
58 C 0.6068 2.4123 -2.4947  C35 1.391, C54 1.407, B62 1.564
59 C -4.0396 0.7401 3.7808  C31 1.394, C38 1.423, H76 1.101
60 C 4.2613 -3.3165 -1.4391  C29 1.401, C52 1.396, H84 1.093
61 C -0.4758 4.4190 -1.2282  C37 1.397, C44 1.412, B62 1.552
62 B -0.7088 3.1717 -2.1212  C34 1.558, C58 1.564, C61 1.552
63 H 0.2740 -3.2499 4.8764  C28 1.098
64 H 3.1693 -2.4629 0.9128  C45 1.108
65 H -4.4618 3.6554 1.9127  C57 1.112
66 H -0.0247 0.7801 1.0269  C30 1.137
67 H 0.8090 -6.0653 3.6335  C48 1.098
68 H 4.0723 -6.9440 -2.8286  C26 1.090
69 H 1.0716 -4.1737 -0.5449  C55 1.101
70 H -1.1312 1.0955 0.6938  C30 1.126
71 H -0.9714 -4.5919 3.3018  C22 1.101
72 H 1.3500 -0.7668 0.5772  C25 1.100
73 H -0.0186 -1.7120 4.0388  C28 1.091
74 H 6.2009 -5.6427 -3.0004  C50 1.088
75 H -1.1255 -1.5658 2.4604  C43 1.089
76 H -4.5294 0.1918 4.6004  C59 1.101
77 H 2.5915 -6.0796 3.5755  C48 1.104
78 H 1.6559 -2.2333 4.3655  C28 1.099
79 H -0.6013 -4.5890 1.5465  C22 1.098
80 H 2.0664 -5.9043 -1.7541  C24 1.097
81 H -2.4671 -0.6684 3.5529  C31 1.092
82 H -1.4374 -3.2091 2.2966  C22 1.091
83 H 1.5794 -2.5454 -1.0475  C55 1.102
84 H 4.2886 -2.2975 -1.0459  C60 1.093
85 H 6.3060 -3.3048 -2.1110  C52 1.095
86 H 1.7346 -5.0626 4.7676  C48 1.093
87 H -2.3200 2.7941 0.9638  C46 1.080

## Properties
Highest occupied orbital energy   -7.1 eV
Net charge   0
Structure (SMILES)   Fc1c(F)c(F)c(B(c2c(F)c(F)c(F)c(F)c2F)c2c(F)c(F)c(F)c(F)c2F)c(F)c1F.CN1C(=O)[C@@H](Cc2ccccc2)N(/C=C/Cc2ccc([N+](=O)[O-])cc2)C1(C)C
Gap between HOMO and LUMO   5.2 eV